# 1
12 unconnected molecules or ions with the total composition H24O12. Source: the Open Molecules 2025 dataset; level of theory: ωB97M-V with the def2-TZVPD basis set.

Geometry as ORCA input:
```
! RIJCOSX wB97M-V def2-TZVPD def2/J DEFGRID3
* xyz 0 1
O -0.38297 -0.69530 -0.88812
H 0.14601 -0.03358 -0.42844
H -1.14203 -0.20115 -1.21770
O 0.93522 2.04458 -0.30031
H 0.78043 1.45898 0.44942
H 1.89540 2.07843 -0.37713
O -3.44365 -0.28648 -1.73167
H -3.50947 -1.24739 -1.69560
H -3.46297 -0.01522 -0.80699
O 4.95848 -0.49704 -1.36294
H 4.08934 -0.08895 -1.44682
H 5.28272 -0.18513 -0.51054
O -2.56219 4.35345 0.18862
H -3.38725 4.69949 0.54711
H -2.58797 3.41458 0.40505
O -2.28822 -2.34033 0.78177
H -2.81289 -2.55773 0.00302
H -2.73134 -2.80534 1.50038
O 0.33912 -0.10618 4.00537
H -0.58983 -0.35492 4.07002
H 0.81356 -0.93425 4.14022
O 3.06041 1.51696 2.31229
H 2.92126 1.40877 3.25987
H 2.91022 2.45660 2.15898
O -1.20891 2.35423 -2.40545
H -0.67457 1.97217 -3.11078
H -1.64152 1.59388 -2.00085
O 4.02430 -2.19299 -0.07560
H 3.97238 -1.71036 0.75708
H 4.66755 -2.88974 0.09691
O -5.75621 -2.49727 0.21926
H -4.96523 -1.94830 0.26368
H -5.64196 -3.13160 0.93589
O 2.57945 -1.26346 -2.56655
H 3.33712 -0.83574 -2.98125
H 2.07622 -0.53367 -2.18820
*
```

The calculation puts the orbital gap at 9.406 eV. The structure (SMILES) is O.O.O.O.O.O.O.O.O.O.O.O. The value obtained for the HOMO energy is -9.688 eV. The lowest unoccupied orbital energy is -0.0104 Ha.

# 2
12 unconnected molecules or ions with the total composition H24O12. Source: the Open Molecules 2025 dataset; level of theory: ωB97M-V with the def2-TZVPD basis set.

Geometry as ORCA input:
```
! RIJCOSX wB97M-V def2-TZVPD def2/J DEFGRID3
* xyz 0 1
O 1.19890 3.28007 -0.79988
H 0.42495 3.04912 -0.23298
H 0.78991 3.13948 -1.66578
O -2.70091 1.49237 -1.26523
H -2.36920 1.84821 -0.41037
H -3.25023 0.74823 -1.04065
O -0.66646 -1.62204 -2.27949
H -0.80149 -2.13457 -3.11164
H 0.19072 -1.94633 -1.95794
O -2.41709 -1.24414 -0.05713
H -1.93170 -1.07768 -0.88873
H -2.16813 -0.62354 0.64455
O -0.99711 2.38421 0.83944
H -1.18357 3.00455 1.52921
H -0.41894 1.71774 1.25958
O 1.25435 -2.42606 2.13470
H 1.78772 -3.03916 2.69170
H 0.44667 -2.99261 2.00225
O 1.93730 0.62356 -0.37387
H 2.45768 1.11748 0.26814
H 1.32383 1.20547 -0.87177
O -0.23798 1.20775 -2.49030
H -1.13057 1.55404 -2.59046
H -0.39063 0.26744 -2.42341
O 1.81210 -2.34399 -0.91338
H 1.96117 -1.45325 -0.54425
H 1.64073 -3.03949 -0.23877
O -1.40266 -3.70034 1.15751
H -2.06489 -4.24193 1.67077
H -1.95759 -3.11276 0.58571
O 2.83679 2.77650 1.47605
H 2.37842 3.14843 2.21596
H 2.72983 3.34266 0.65306
O -0.03797 -0.04832 1.74609
H 0.44199 -0.26922 0.92022
H 0.51406 -0.59186 2.36112
*
```

The calculation puts the orbital gap at 10.922 eV. The structure (SMILES) is O.O.O.O.O.O.O.O.O.O.O.O. The value obtained for the HOMO energy is -10.698 eV. The lowest unoccupied orbital energy is 0.0082 Ha.

# 3
12 unconnected molecules or ions with the total composition H24O12. Source: the Open Molecules 2025 dataset; level of theory: ωB97M-V with the def2-TZVPD basis set.

Geometry as ORCA input:
```
! RIJCOSX wB97M-V def2-TZVPD def2/J DEFGRID3
* xyz 0 1
O -0.86301 -0.44137 -0.06727
H 0.09794 -0.51379 -0.08549
H -1.05466 0.28774 -0.66782
O -0.38365 4.73640 -1.08557
H 0.32344 4.31269 -0.58609
H -0.49156 4.17499 -1.86157
O -2.28830 -4.01527 0.88691
H -3.19580 -4.33199 0.95845
H -2.15662 -3.49766 1.68924
O -0.92136 1.96742 2.54953
H -0.82023 2.49726 3.34829
H -0.14193 1.40045 2.54397
O -0.49822 2.06518 0.60256
H -1.46001 2.06972 0.66538
H -0.27535 1.13499 0.48400
O 4.66009 -1.95323 -2.10851
H 3.89316 -2.04615 -1.53216
H 4.28377 -1.71310 -2.96274
O -4.14459 -1.44688 0.37598
H -4.09113 -2.07101 1.10851
H -3.27921 -1.02262 0.36574
O 0.40552 -2.03032 -2.76955
H -0.38711 -1.49823 -2.90228
H 0.06963 -2.87660 -2.45337
O 2.91217 -2.33243 2.71276
H 2.73995 -3.28059 2.69494
H 2.24464 -1.96174 2.12456
O 4.68494 2.17413 1.15791
H 3.90455 1.66843 0.90442
H 4.93566 2.63847 0.35136
O 2.18825 0.86449 -0.77632
H 1.27454 0.85229 -1.08287
H 2.24237 0.11679 -0.17051
O -4.82980 1.45367 -1.08848
H -4.04997 1.15717 -1.57113
H -5.52812 1.46070 -1.75278
*
```

The calculation puts the orbital gap at 8.939 eV. The structure (SMILES) is O.O.O.O.O.O.O.O.O.O.O.O. The value obtained for the HOMO energy is -9.789 eV. The lowest unoccupied orbital energy is -0.0312 Ha.

# 4
12 unconnected molecules or ions with the total composition H24O12. Source: the Open Molecules 2025 dataset; level of theory: ωB97M-V with the def2-TZVPD basis set.

Geometry as ORCA input:
```
! RIJCOSX wB97M-V def2-TZVPD def2/J DEFGRID3
* xyz 0 1
O -2.12867 3.36753 -0.26218
H -2.27309 2.83811 -1.04645
H -2.15107 2.73883 0.45925
O -1.32316 -2.44273 -0.01230
H -1.16019 -3.25183 -0.49709
H -0.45106 -2.11276 0.20402
O -1.50994 -0.96232 3.55444
H -0.65324 -0.62476 3.81586
H -1.53697 -1.85027 3.91086
O 0.25741 0.54973 -3.22088
H -0.58660 0.14807 -3.01456
H 0.48280 0.20432 -4.08466
O 1.33087 2.65666 -1.69588
H 0.87896 2.13011 -2.35524
H 1.05856 3.55586 -1.87894
O 1.65398 -1.31476 1.30325
H 1.76176 -2.26575 1.28811
H 2.45197 -0.97630 0.89718
O -3.17479 -0.80873 -1.39936
H -3.55190 -1.65688 -1.63313
H -2.52820 -1.01170 -0.72337
O 3.16300 0.54101 -1.80007
H 3.69926 0.79744 -2.55034
H 2.64953 1.32210 -1.59395
O 1.94852 -1.98048 -1.59991
H 1.17347 -1.47921 -1.85341
H 2.68533 -1.46708 -1.93121
O -0.31661 0.37157 0.57180
H 0.17427 -0.24914 1.11031
H 0.25765 0.54962 -0.17302
O 1.34615 -0.40977 4.02387
H 1.48956 -0.99226 3.27797
H 1.36344 0.47032 3.64789
O -2.49371 1.37313 1.63886
H -1.91016 0.81651 1.12323
H -2.07711 1.42573 2.49904
*
```

The calculation puts the orbital gap at 9.992 eV. The structure (SMILES) is O.O.O.O.O.O.O.O.O.O.O.O. The value obtained for the HOMO energy is -10.177 eV. The lowest unoccupied orbital energy is -0.0068 Ha.

# 5
12 unconnected molecules or ions with the total composition H24O12. Source: the Open Molecules 2025 dataset; level of theory: ωB97M-V with the def2-TZVPD basis set.

Geometry as ORCA input:
```
! RIJCOSX wB97M-V def2-TZVPD def2/J DEFGRID3
* xyz 0 1
O -1.20307 -1.44144 2.28316
H -0.49588 -1.81171 2.83524
H -0.69209 -1.06864 1.54456
O -0.31511 0.84173 3.48234
H -0.95470 0.37538 2.88766
H -0.85648 1.10434 4.23512
O -3.54967 1.67691 -0.58099
H -2.61345 1.67488 -0.73146
H -3.98331 1.36165 -1.38401
O 2.68471 -1.96328 0.13242
H 3.46132 -2.26196 0.60768
H 2.61255 -1.00509 0.08667
O -0.80449 0.50706 0.06586
H -0.62783 -0.22474 -0.54464
H 0.09279 0.81109 0.29832
O 2.37996 3.87839 -0.29046
H 1.79807 4.23727 0.39560
H 2.00084 2.99060 -0.35920
O -1.91053 0.62975 -2.59191
H -1.84844 1.28719 -1.90328
H -2.27422 1.03528 -3.38329
O 1.18144 1.60554 1.54761
H 0.60071 1.24570 2.27507
H 1.55619 2.45622 1.80070
O 0.82122 -0.03096 -2.53266
H 0.00388 -0.20865 -3.00861
H 1.56063 -0.19451 -3.14401
O -3.36299 0.11579 2.61540
H -3.19625 0.59702 1.78819
H -2.58926 -0.48225 2.63521
O 2.46247 -1.95899 -3.29056
H 2.00621 -2.78493 -3.48399
H 2.70706 -1.97478 -2.35661
O 1.07140 -3.93146 -0.97632
H 1.16155 -2.97085 -0.93356
H 1.11478 -4.11755 -0.02128
*
```

The calculation puts the orbital gap at 10.643 eV. The structure (SMILES) is O.O.O.O.O.O.O.O.O.O.O.O. The value obtained for the HOMO energy is -10.752 eV. The lowest unoccupied orbital energy is -0.0040 Ha.

# 6
12 unconnected molecules or ions with the total composition H24O12. Source: the Open Molecules 2025 dataset; level of theory: ωB97M-V with the def2-TZVPD basis set.

Geometry as ORCA input:
```
! RIJCOSX wB97M-V def2-TZVPD def2/J DEFGRID3
* xyz 0 1
O -1.52965 4.04501 0.82715
H -2.49368 3.97954 1.00411
H -1.26990 3.22489 0.31424
O 1.59364 -0.37574 2.75567
H 1.98453 -1.10530 2.36209
H 2.01160 0.38313 2.41909
O 2.22120 0.90041 -0.16000
H 2.04868 -0.05980 -0.25628
H 3.12567 1.05724 -0.39705
O -1.12396 -2.22840 -1.74658
H -0.48149 -2.10924 -1.11200
H -1.95521 -2.11785 -1.28445
O -1.03187 1.87700 -0.93972
H -1.70147 1.44573 -1.48383
H -0.39002 2.14847 -1.60456
O -0.22420 -0.33703 0.60279
H -0.15714 0.50584 0.13372
H 0.20952 -0.33888 1.45984
O -1.16786 -2.94928 1.00749
H -0.97065 -2.00922 1.01086
H -2.10280 -3.07807 1.31916
O -0.54268 0.26604 4.30429
H -1.17780 0.68839 3.67794
H 0.37215 0.29129 3.99968
O -2.89075 -0.36317 0.14339
H -2.04503 -0.20313 0.53722
H -2.87443 0.14530 -0.69398
O 0.73761 -0.39208 -3.07738
H 1.08462 -1.22987 -3.43696
H 0.75513 -0.59292 -2.15272
O 1.76767 -2.08810 -0.76878
H 2.53629 -2.01928 -1.32810
H 1.81535 -2.99727 -0.46471
O 1.18479 2.26851 -2.44771
H 1.60462 1.92362 -1.65096
H 1.07753 1.44425 -2.87296
*
```

The calculation puts the orbital gap at 10.080 eV. The structure (SMILES) is O.O.O.O.O.O.O.O.O.O.O.O. The value obtained for the HOMO energy is -10.700 eV. The lowest unoccupied orbital energy is -0.0228 Ha.

# 7
12 unconnected molecules or ions with the total composition H24O12. Source: the Open Molecules 2025 dataset; level of theory: ωB97M-V with the def2-TZVPD basis set.

Geometry as ORCA input:
```
! RIJCOSX wB97M-V def2-TZVPD def2/J DEFGRID3
* xyz 0 1
O 1.47479 -0.13145 3.04910
H 0.86195 0.50895 3.43200
H 0.91923 -0.88097 2.80761
O 0.12671 0.45022 0.06804
H -0.23101 -0.36465 0.44372
H 0.75503 0.15252 -0.60898
O 2.62287 1.30963 -2.37781
H 2.73852 2.00127 -3.04581
H 3.45193 1.29939 -1.88534
O -1.99918 -0.70592 2.79782
H -2.76393 -1.11195 3.22179
H -2.27442 0.23756 2.60924
O -2.31609 -2.34945 -0.28370
H -3.10140 -2.90033 -0.20575
H -1.75133 -2.60397 0.47127
O 1.65601 -2.21514 -0.46035
H 0.70731 -2.30725 -0.61541
H 1.85810 -2.92000 0.16372
O 2.09865 -1.53905 -3.65294
H 2.23458 -1.15480 -2.77745
H 1.15260 -1.45728 -3.81339
O 1.71461 2.92988 0.44863
H 1.28577 2.07336 0.32692
H 2.49109 2.74471 0.98868
O -2.44913 1.88265 2.05610
H -3.29736 2.34056 2.08432
H -2.22001 1.88734 1.10671
O -0.49713 -2.81101 1.92392
H -0.31565 -3.29562 2.73718
H -0.94086 -1.97261 2.22397
O -1.69246 2.43401 -0.81241
H -1.66239 2.36281 -1.77314
H -0.98625 1.81359 -0.51832
O 0.04548 1.75917 -3.58079
H 0.80791 1.56514 -3.00095
H -0.50454 0.96870 -3.54820
*
```

The calculation puts the orbital gap at 10.831 eV. The structure (SMILES) is O.O.O.O.O.O.O.O.O.O.O.O. The value obtained for the HOMO energy is -10.862 eV. The lowest unoccupied orbital energy is -0.0012 Ha.

# 8
12 unconnected molecules or ions with the total composition H24O12. Source: the Open Molecules 2025 dataset; level of theory: ωB97M-V with the def2-TZVPD basis set.

Geometry as ORCA input:
```
! RIJCOSX wB97M-V def2-TZVPD def2/J DEFGRID3
* xyz 0 1
O -0.39219 2.52506 -0.46583
H -1.29119 2.65606 -0.28083
H -0.03719 2.33306 0.40117
O -1.17419 -1.98594 1.07917
H -1.95519 -1.59894 1.33417
H -0.60219 -1.29094 0.66717
O -2.06519 0.18206 -1.50683
H -1.68719 -0.58194 -1.95983
H -1.66419 0.79006 -2.08483
O 2.52381 -1.75294 -2.54683
H 1.73681 -1.84794 -1.98183
H 2.93081 -2.63094 -2.46583
O 1.73381 -1.86694 2.36117
H 2.04381 -2.72294 2.28317
H 1.41681 -1.69994 1.49017
O -1.28719 2.22506 -3.18983
H -0.37919 2.11206 -3.01583
H -1.52219 3.13406 -2.98283
O 3.27881 -1.08394 0.14317
H 3.19281 -1.97694 0.46417
H 2.44981 -0.79094 -0.22983
O -0.42819 -0.52794 4.11717
H -1.25919 -0.99294 3.93717
H -0.01619 -0.41094 3.27717
O 1.45481 0.85106 -2.56383
H 1.87781 1.47806 -3.12583
H 2.06681 0.05306 -2.66783
O 0.54481 -0.10794 0.09017
H 0.22181 0.27406 0.91217
H 0.35981 0.55006 -0.61183
O -0.56319 1.24506 1.98617
H -0.70819 1.56606 2.88017
H -1.48519 1.03306 1.72917
O -2.92619 0.49006 1.07117
H -2.66419 0.35306 0.19817
H -3.72519 0.02006 1.25817
*
```

The calculation puts the orbital gap at 10.497 eV. The structure (SMILES) is O.O.O.O.O.O.O.O.O.O.O.O. The value obtained for the HOMO energy is -10.382 eV. The lowest unoccupied orbital energy is 0.0042 Ha.